(1)
70
Properties=species:S:1:pos:R:3:lowdin_charge:R:1 method="wB97M-V/def2-TZVPD" charge=+2 multiplicity=1 orbital_gap_ev=1.43 energy_ev=-72533.916 de_lowest_kcal_mol=0.0 lumo_ev=-9.850
C 3.06 -1.84 1.14 -0.034
C 2.59 -0.43 1.39 -0.266
C 2.90 0.51 0.21 -0.178
C 2.47 1.99 0.39 -0.153
C 1.28 2.32 -0.56 -0.183
C -0.09 2.43 0.15 -0.170
C -0.21 1.24 1.12 -0.224
C -1.57 0.62 1.33 -0.503
C -1.50 -0.88 1.51 -0.369
N -2.82 -1.47 1.67 -0.025
P -0.68 -1.80 0.28 0.908
N -1.69 -2.98 -0.37 -0.154
O -0.34 -0.83 -0.99 -0.233
H 4.06 -2.07 1.49 0.082
H 2.24 -2.53 1.83 0.039
H 2.92 -2.16 0.11 0.078
H 1.53 -0.50 1.58 0.056
H 3.04 -0.02 2.29 0.113
H 3.99 0.49 0.10 0.118
H 2.51 0.11 -0.72 0.091
H 3.31 2.63 0.14 0.111
H 2.23 2.18 1.43 0.110
H 1.45 3.27 -1.07 0.109
H 1.20 1.53 -1.30 0.090
H -0.88 2.39 -0.60 0.109
H -0.12 3.36 0.71 0.116
H 0.42 0.49 0.72 0.022
H 0.23 1.54 2.07 0.135
H -2.30 0.91 0.56 -0.027
H -1.97 1.02 2.26 -0.070
H -2.93 -1.94 2.56 0.102
H -3.51 -0.74 1.57 -0.076
H -1.90 -2.83 -1.36 -0.063
H -1.23 -3.88 -0.29 0.026
H 0.61 -0.73 -1.08 0.046
Cs -3.92 1.54 1.86 1.445
C 5.49 -0.78 4.01 -0.078
C 6.63 -1.75 4.26 -0.311
O 7.64 -0.89 4.75 0.137
C 7.04 0.19 5.34 -0.538
O 7.57 0.96 6.05 0.206
O 5.72 0.23 4.99 0.065
F 7.05 -2.35 3.13 0.076
H 5.57 -0.34 3.01 0.134
H 4.51 -1.23 4.13 0.134
H 6.42 -2.51 5.01 0.177
C -2.82 -2.79 -4.67 -0.245
C -1.73 -1.94 -4.68 -0.088
C -1.03 -1.77 -5.87 -0.058
C -1.44 -2.44 -7.02 -0.046
C -2.54 -3.29 -6.99 -0.056
C -3.23 -3.47 -5.81 -0.111
H -3.37 -2.95 -3.73 -0.103
H -1.42 -1.41 -3.79 0.096
H -0.17 -1.11 -5.90 0.115
H -0.89 -2.30 -7.94 0.119
H -2.84 -3.81 -7.89 0.119
H -4.08 -4.16 -5.78 0.095
Be -2.80 -4.50 -2.55 0.584
F 2.18 -3.61 2.35 -0.273
O -5.16 5.39 0.18 -0.251
P -5.88 6.51 -0.53 0.005
O -7.21 5.92 -0.93 -0.149
O -5.09 7.10 -1.78 -0.521
O -6.03 7.83 0.29 -0.324
Li -3.25 7.41 -2.17 0.749
Li -5.44 -3.91 -3.35 0.702
Al -5.31 8.95 -1.02 0.740
O -4.18 0.14 5.94 -0.230
H -4.22 -0.23 6.83 -0.049


(2)
62
Properties=species:S:1:pos:R:3:mulliken_spin:R:1 method="wB97M-V/def2-TZVPD" charge=+1 multiplicity=4 orbital_gap_ev="9.25 / 8.76" energy_ev=-144822.911 de_lowest_kcal_mol=0.0 lumo_ev="-2.702 / -3.148"
Cr -0.12 -0.70 -0.13 3.186
O -1.96 2.87 -0.16 0.012
C -1.36 1.86 0.07 -0.012
O -1.28 0.80 -0.71 -0.067
C -0.56 1.68 1.36 0.045
C -0.38 2.59 2.38 -0.005
C 0.45 2.22 3.44 0.015
C 1.08 0.98 3.45 -0.004
C 0.84 0.12 2.39 0.044
N 0.03 0.49 1.42 -0.081
C 1.44 -1.26 2.15 -0.031
O 2.16 -1.78 2.97 0.014
O 1.04 -1.79 1.02 -0.051
H -0.87 3.55 2.33 0.000
H 0.61 2.91 4.25 0.000
H 1.74 0.67 4.25 0.000
C -3.23 -2.10 3.64 -0.004
C -2.11 -1.42 2.86 0.003
As -1.99 -1.94 0.98 -0.054
C -1.83 -3.87 1.08 0.000
C -2.18 -4.61 -0.20 0.005
C -3.80 -1.64 0.34 -0.015
C -3.90 -1.50 -1.18 0.010
H -3.31 -1.66 4.63 0.000
H -3.04 -3.16 3.77 0.000
H -4.20 -1.99 3.15 0.000
H -1.14 -1.61 3.32 -0.001
H -2.25 -0.33 2.85 0.002
H -2.49 -4.17 1.89 -0.003
H -0.80 -4.07 1.40 0.000
H -3.24 -4.48 -0.45 0.000
H -2.01 -5.68 -0.07 0.000
H -1.59 -4.28 -1.05 -0.003
H -4.17 -0.74 0.84 -0.001
H -4.41 -2.48 0.70 -0.002
H -3.30 -0.66 -1.53 0.001
H -4.94 -1.33 -1.47 0.000
H -3.56 -2.40 -1.68 -0.001
N -1.24 0.15 -3.32 0.005
C -0.75 -1.07 -3.46 0.013
N -0.66 -1.60 -4.68 0.002
S -0.22 -2.04 -2.15 -0.044
H -1.58 0.67 -4.11 0.000
H -1.40 0.53 -2.38 0.007
H -0.97 -1.10 -5.50 0.000
H -0.28 -2.52 -4.79 0.000
C 3.91 2.25 -0.98 0.001
C 3.46 1.45 -2.19 -0.001
S 2.51 -0.05 -1.91 0.003
O 1.51 0.38 -0.83 0.008
C 3.64 -1.19 -1.09 0.005
C 4.17 -0.78 0.28 0.000
H 4.23 3.23 -1.31 0.000
H 4.74 1.78 -0.46 0.000
H 3.09 2.38 -0.27 0.000
H 4.28 1.15 -2.84 -0.001
H 2.76 2.03 -2.80 0.000
H 4.42 -1.39 -1.82 0.001
H 3.02 -2.09 -1.02 -0.001
H 5.16 -0.34 0.21 0.000
H 4.22 -1.65 0.93 0.000
H 3.50 -0.07 0.77 0.001